Model P:
The following is a quantum chemistry calculation of C5H5Br2N as an isolated structure, from the Open Molecules 2025 dataset.

```
13
Properties=species:S:1:pos:R:3:mulliken_charge:R:1
C -0.35757 0.21759 1.23282 -0.6480
C -1.16845 0.67983 -0.75483 -0.3040
C -0.49666 -1.06450 0.59003 -0.4937
C -0.97137 -0.81289 -0.65691 -0.0378
C 2.50465 -0.16571 -0.39509 -0.0563
N -0.74940 1.24423 0.48687 -0.4581
Br 2.84537 1.62961 -0.70317 0.0164
Br 3.07329 -0.87719 1.16873 0.0273
H 0.04948 0.47040 2.13530 0.5834
H -0.58685 1.21860 -1.51557 0.2612
H -2.32265 0.85814 -1.01724 0.2736
H -0.40040 -2.04993 0.92901 0.4379
H -1.41945 -1.34818 -1.49996 0.3980
```

## Properties
**Kohn-Sham gap**: 7.755 eV
**E_HOMO**: -8.859 eV
**E_LUMO**: -1.104 eV


Model Q:
The following is a quantum chemistry calculation of C5H5Br2N as an isolated structure, from the Open Molecules 2025 dataset.

```
13
Properties=species:S:1:pos:R:3:mulliken_charge:R:1
C 1.13031 -0.04641 -0.20285 -0.4813
C -0.75476 1.09812 -0.12842 -0.2605
C 1.12474 0.59463 1.07368 -0.3717
C 0.00099 1.29565 1.16295 -0.4673
C -0.93168 -1.87004 -0.70071 -0.0301
N 0.05110 0.12208 -0.84360 -0.3040
Br -1.71068 -2.06028 -2.43099 -0.0577
Br 0.25038 -3.25867 -0.44898 -0.0349
H 1.89782 -0.72060 -0.51598 0.5673
H -1.79501 0.73823 0.18133 0.2401
H -0.69529 1.93035 -0.92980 0.2854
H 1.88676 0.48538 1.76617 0.4817
H -0.45468 1.69154 2.01719 0.4330
```

## Properties
**Kohn-Sham gap**: 7.793 eV
**E_HOMO**: -8.459 eV
**E_LUMO**: -0.666 eV


What is the stability order? It is model Q, model P, from most stable to least stable.


Model P:
The following is a quantum chemistry calculation of a 2-piece molecular cluster, C3HNO2 overall, from the Open Molecules 2025 dataset.

```
7
Properties=species:S:1:pos:R:3:mulliken_charge:R:1
C -2.54277 -0.72917 0.22693 0.0284
C 1.66639 -0.15741 -0.26774 0.3199
C 2.08913 1.14246 -0.18841 0.2890
N -2.35675 0.26208 0.73456 -0.3107
O 2.06306 -1.26815 -0.36322 -0.3204
O 1.89186 2.21924 0.24123 -0.2942
H -2.81092 -1.46905 -0.38334 0.2881
```

## Properties
**Kohn-Sham gap (spin up / spin down)**: 7.490 / 7.512 eV
**E_HOMO (spin up / spin down)**: -9.029 / -9.048 eV
**E_LUMO (spin up / spin down)**: -1.539 / -1.535 eV
**Structure (SMILES)**: O=C=C=O.C#N


Model Q:
The following is a quantum chemistry calculation of one molecule with the formula C3HNO2, from the Open Molecules 2025 dataset.

```
7
Properties=species:S:1:pos:R:3:mulliken_charge:R:1
O 1.02420 0.58481 -1.80513 -0.3795
C 1.04549 0.37791 -0.62679 0.0908
C -0.17994 -0.19420 0.15502 0.4661
O 0.04705 -1.37733 0.05097 -0.3381
C -1.44511 0.15657 0.84836 0.1999
N -2.45980 0.20515 1.40888 -0.3091
H 1.96810 0.24709 -0.03131 0.2700
```

## Properties
**Kohn-Sham gap**: 9.660 eV
**E_HOMO**: -10.892 eV
**E_LUMO**: -1.232 eV
**Structure (SMILES)**: N#CC(=O)C=O


Model R:
The following is a quantum chemistry calculation of one molecule with the formula C3HNO2, from the Open Molecules 2025 dataset.

```
7
Properties=species:S:1:pos:R:3:mulliken_charge:R:1
O 1.58575 0.63727 -0.64088 -0.4019
C 1.06014 0.21228 0.35174 0.0197
C -0.38893 -0.27530 0.35309 0.5373
O -0.86438 -0.83173 1.30875 -0.4139
C -1.15528 -0.02884 -0.88173 0.1902
N -1.79157 0.16915 -1.82663 -0.2877
H 1.55428 0.11717 1.33566 0.3563
```

## Properties
**Kohn-Sham gap**: 9.337 eV
**E_HOMO**: -11.223 eV
**E_LUMO**: -1.886 eV
**Structure (SMILES)**: N#CC(=O)C=O


What is the stability order? It is model R, model Q, model P, from most stable to least stable.


Model P:
The following is a quantum chemistry calculation of one molecule with the formula C2H6N2OS, from the Open Molecules 2025 dataset.

```
12
Properties=species:S:1:pos:R:3:mulliken_charge:R:1
C 1.38008 -1.59310 -0.15099 -0.5351
C -1.33384 0.39633 0.71223 0.0435
H 2.25186 -1.47705 -0.73184 0.2786
H 0.67964 -2.29392 -0.58561 0.2824
H 1.57878 -2.06419 0.90948 0.2370
H -2.15475 0.35167 1.51008 0.2951
H -1.68276 2.26968 0.27132 0.2898
H 0.57742 2.08462 -1.63499 0.1423
N -0.47656 -0.59477 0.75004 -0.4467
N -0.88716 1.66659 0.16114 -0.3234
O 0.79503 -0.25125 0.26835 -0.1098
S -0.72775 1.50537 -1.47919 -0.1538
```

## Properties
**Kohn-Sham gap**: 9.795 eV
**E_HOMO**: -8.997 eV
**E_LUMO**: 0.798 eV
**Structure (SMILES)**: CO/N=C\NS


Model Q:
The following is a quantum chemistry calculation of a 2-piece molecular cluster, C2H6N2OS overall, from the Open Molecules 2025 dataset.

```
12
Properties=species:S:1:pos:R:3:mulliken_charge:R:1
C 1.14899 1.18325 0.59977 -0.5584
C 1.60418 0.37661 -0.36368 -0.1542
N -2.47655 -1.66075 -0.56009 -0.7056
N -1.58889 -0.87381 -0.24960 0.6684
O -0.74684 -0.84536 0.62558 -0.4667
S 2.03551 -1.33202 -0.20713 -0.1846
H 0.68855 2.20947 0.36108 0.2428
H 1.10163 0.76285 1.62945 0.2113
H 1.68005 0.83220 -1.44969 0.2529
H -2.45483 -2.49446 0.13699 0.2704
H -1.64174 -0.18289 -0.98479 0.2848
H 2.42850 -1.10218 1.09484 0.1390
```

## Properties
**Kohn-Sham gap**: 9.462 eV
**E_HOMO**: -8.508 eV
**E_LUMO**: 0.954 eV
**Structure (SMILES)**: [H]/N=[NH+]\[O-].C=CS


Model R:
The following is a quantum chemistry calculation of C2H6N2OS as an isolated structure, from the Open Molecules 2025 dataset.

```
12
Properties=species:S:1:pos:R:3:mulliken_charge:R:1
C 0.01000 -0.58100 1.14199 -0.7148
C 0.81627 0.26143 -0.83399 0.0466
H 0.03469 -1.80752 1.15117 0.2375
H -0.79035 -0.20027 1.94180 0.2306
H 1.16169 -0.23808 1.51778 0.2736
H -0.87642 2.18171 1.71990 0.1478
H 1.40369 1.13533 -0.42053 0.3787
H -0.73393 -1.20212 -1.82849 0.3407
N -0.48909 0.08870 -0.07849 -0.1426
N 0.93488 -0.16926 -2.06306 -0.2835
O -0.07525 -1.08071 -2.44184 -0.3351
S -1.39618 1.61180 0.19377 -0.1795
```

## Properties
**Kohn-Sham gap**: 9.458 eV
**E_HOMO**: -9.540 eV
**E_LUMO**: -0.082 eV


What is the stability order? It is model P, model Q, model R, from most stable to least stable.


Model P:
The following is a quantum chemistry calculation of one molecule with the formula C2H6N2OS, from the Open Molecules 2025 dataset.

```
12
Properties=species:S:1:pos:R:3:mulliken_charge:R:1
C -0.83699 -1.28729 -1.14080 -0.8778
C 0.34513 0.76208 0.19537 0.5130
H -1.32355 -1.43995 -2.20141 0.3299
H -0.67923 -2.32730 -0.64693 0.2755
H -1.66384 -0.61665 -0.79412 0.3179
H 1.33436 2.51559 -0.21615 0.2277
H -0.38984 0.98637 2.15016 0.3368
H -1.30538 -1.33551 1.08949 0.3671
N 0.84252 1.94308 0.49697 -0.6812
N -0.62528 0.40244 1.23223 -0.3034
O -0.53348 -0.90104 1.66234 -0.4167
S 0.60786 -0.24010 -1.19447 -0.0887
```

## Properties
**Kohn-Sham gap**: 9.650 eV
**E_HOMO**: -9.072 eV
**E_LUMO**: 0.578 eV
**Structure (SMILES)**: [H]/N=C(/NO)SC


Model Q:
The following is a quantum chemistry calculation of C2H6N2OS as an isolated structure, from the Open Molecules 2025 dataset.

```
12
Properties=species:S:1:pos:R:3:mulliken_charge:R:1
C -0.10262 0.44885 -0.90692 -0.6987
C 0.91870 0.03273 1.15955 -0.5276
N -1.31361 -0.32625 -0.50128 -0.0128
N 0.59518 1.04153 0.21289 -0.3170
O -1.07905 -1.62334 -1.04951 -0.3758
S -1.46027 -0.30303 1.15295 -0.1136
H 0.61150 -0.10614 -1.53148 0.3217
H -0.29703 1.25895 -1.51228 0.4120
H 1.44448 -0.79370 0.89178 0.2943
H 0.92776 0.41638 2.12163 0.3694
H -0.31206 -1.88721 -0.52901 0.3362
H 0.06700 1.84122 0.49168 0.3119
```

## Properties
**Kohn-Sham gap**: 8.628 eV
**E_HOMO**: -8.564 eV
**E_LUMO**: 0.064 eV


What is the stability order? It is model P, model Q, from most stable to least stable.


Model P:
The following is a quantum chemistry calculation of one molecule with the formula C7H12, from the Open Molecules 2025 dataset.

```
19
Properties=species:S:1:pos:R:3:mulliken_charge:R:1
C 1.92745 -1.47809 -0.16018 -1.5718
C 0.42804 -1.27460 -0.02924 0.7227
C 0.03353 -0.13353 0.93945 -1.2841
C -1.15888 0.62341 0.28608 0.7736
C -1.15469 2.12577 0.59381 -1.5439
C -0.95196 0.24381 -1.19371 -0.7028
C -0.12117 -0.77566 -1.33430 -0.5831
H 2.37799 -0.54235 -0.51353 0.3795
H 2.38774 -1.75489 0.79160 0.3534
H 2.13765 -2.25701 -0.90137 0.3915
H -0.05118 -2.21467 0.28452 0.2906
H -0.17678 -0.50043 1.95223 0.3619
H 0.88068 0.56218 1.03351 0.3369
H -2.09410 0.21384 0.70509 0.2280
H -0.24485 2.59607 0.20517 0.3659
H -1.19185 2.32595 1.67418 0.3633
H -2.01959 2.62584 0.14443 0.3825
H -1.22627 0.68146 -2.14810 0.3610
H 0.21827 -1.06711 -2.32964 0.3747
```

## Properties
**Kohn-Sham gap**: 10.439 eV
**E_HOMO**: -9.183 eV
**E_LUMO**: 1.255 eV
**Structure (SMILES)**: C[C@@H]1C=C[C@H](C)C1


Model Q:
The following is a quantum chemistry calculation of C7H12 as an isolated structure, from the Open Molecules 2025 dataset.

```
19
Properties=species:S:1:pos:R:3:mulliken_charge:R:1
C -0.55705 -2.07309 -0.06032 -1.5587
C 0.34498 -0.84223 -0.22900 0.5808
C -0.57865 0.60861 -2.27542 -0.7184
C -0.22334 0.15220 -1.11118 -0.1278
H 1.35007 -1.17544 -0.52762 0.3366
H -1.56686 -1.77860 0.23486 0.3470
H -0.62339 -2.63639 -0.99292 0.4140
H -0.14885 -2.73012 0.71098 0.3932
H -1.39169 1.32907 -2.38039 0.2460
H -0.07151 0.41073 -3.22221 0.2634
C -0.57670 1.55382 0.56544 -1.3932
C 0.44498 -0.00244 1.05285 -0.0753
C 1.70527 0.41914 1.46647 -0.8329
H -0.28490 -0.34844 1.78248 0.3586
H -1.64045 1.53258 0.32910 0.3604
H -0.54759 1.92705 1.58958 0.4580
H -0.02253 2.26105 -0.04770 0.3813
H 2.57736 0.25163 0.84846 0.2553
H 1.81086 1.14089 2.26654 0.3117
```

## Properties
**Kohn-Sham gap (spin up / spin down)**: 7.077 / 8.287 eV
**E_HOMO (spin up / spin down)**: -7.078 / -7.578 eV
**E_LUMO (spin up / spin down)**: -0.002 / 0.708 eV


What is the stability order? It is model P, model Q, from most stable to least stable.


Model P:
The following is a quantum chemistry calculation of one molecule with the formula C7H12, from the Open Molecules 2025 dataset.

```
19
Properties=species:S:1:pos:R:3:mulliken_charge:R:1
C -2.30183 0.02074 1.02555 -1.1862
C -0.86177 -0.37617 1.20543 -0.5710
C 0.09452 0.40697 0.29403 0.6917
C 0.74461 1.45773 0.87111 -1.0174
C 0.60230 -1.65663 -1.09854 -0.9174
C 0.53743 -0.33709 -0.92685 0.8931
C 1.58764 0.56308 -1.68078 -1.5943
H -2.88951 -0.57782 1.70799 0.3632
H -2.42712 1.10325 1.15430 0.3261
H -2.66664 -0.24702 0.02697 0.2982
H -0.88970 -1.47100 0.99913 0.0796
H -0.61708 -0.37319 2.26370 0.3958
H 0.68179 1.89586 1.85543 0.3293
H 1.62076 1.78320 0.32298 0.2677
H 1.27154 -2.10097 -1.84643 0.2815
H 0.03917 -2.38379 -0.47681 0.1978
H 1.73845 0.10352 -2.65752 0.4388
H 2.58439 0.61778 -1.22730 0.2973
H 1.15106 1.57153 -1.81239 0.4263
```

## Properties
**Kohn-Sham gap**: 9.547 eV
**E_HOMO**: -8.789 eV
**E_LUMO**: 0.758 eV
**Structure (SMILES)**: C=C(C)C(=C)CC


Model Q:
The following is a quantum chemistry calculation of a 2-piece molecular cluster, C7H12 overall, from the Open Molecules 2025 dataset.

```
19
Properties=species:S:1:pos:R:3:mulliken_charge:R:1
C 1.88633 1.84096 0.20918 -1.1586
C 0.94981 1.13168 -0.72347 -0.2270
C -0.64498 -0.67553 -1.37282 -0.7854
C -1.07061 -1.82367 -0.83796 -0.3589
C -0.57861 -2.00039 0.57908 -0.6241
C 0.02806 -0.61980 0.92063 -0.5229
C 0.18784 0.07711 -0.42073 0.5931
H 2.89236 1.89620 -0.22501 0.3048
H 1.56722 2.87325 0.40128 0.2814
H 1.96517 1.33051 1.17406 0.2909
H 0.91403 1.50654 -1.74722 0.3395
H -0.82835 -0.34099 -2.39022 0.3754
H -2.46472 1.28911 0.27767 -0.0967
H -1.65658 -2.57841 -1.35490 0.4143
H -1.37763 -2.29289 1.26991 0.2967
H 0.17986 -2.79429 0.62296 0.2743
H 0.96298 -0.69169 1.48439 0.3118
H -0.67812 -0.04787 1.53702 0.2007
H -2.23405 1.92015 0.59613 0.0905
```

## Properties
**Kohn-Sham gap**: 9.282 eV
**E_HOMO**: -8.098 eV
**E_LUMO**: 1.185 eV
**Structure (SMILES)**: C/C=C1/C=CCC1.[H][H]


Model R:
The following is a quantum chemistry calculation of one molecule with the formula C7H12, from the Open Molecules 2025 dataset.

```
19
Properties=species:S:1:pos:R:3:mulliken_charge:R:1
C -2.01685 -0.30436 0.87408 -1.4409
C -1.25302 -0.52596 -0.41954 -0.0736
C -0.20102 0.27274 -1.19941 -0.3499
C 0.98750 1.16723 -0.88270 -0.6801
C 1.38476 0.88371 0.56196 -0.5687
C 1.01595 -0.61467 0.73191 -0.9164
C 0.16724 -1.00356 -0.48853 -0.0337
H -2.91769 0.29022 0.68833 0.3730
H -2.35227 -1.27401 1.27138 0.3233
H -1.44540 0.19305 1.66155 0.3134
H -1.91297 -0.98401 -1.15829 0.4093
H -0.42124 0.22442 -2.26356 0.3543
H 1.75861 0.67560 -1.50282 0.2330
H 0.94908 2.21702 -1.18357 0.4325
H 2.45478 1.05911 0.71752 0.3331
H 0.84653 1.52995 1.26500 0.2561
H 0.46840 -0.78254 1.66675 0.2879
H 1.90796 -1.24336 0.78156 0.3381
H 0.57965 -1.78058 -1.12164 0.4093
```

## Properties
**Kohn-Sham gap**: 10.412 eV
**E_HOMO**: -9.300 eV
**E_LUMO**: 1.112 eV
**Structure (SMILES)**: C[C@H]1[C@H]2CCC[C@@H]12


Model S:
The following is a quantum chemistry calculation of one molecule with the formula C7H12, from the Open Molecules 2025 dataset.

```
19
Properties=species:S:1:pos:R:3:mulliken_charge:R:1
C 1.24962 0.12849 -0.93379 -0.7332
C 0.86399 -1.04029 -0.58448 0.2389
C 0.22207 0.03125 0.19543 0.7705
C 0.98911 -2.52726 -0.34447 -1.2153
C 0.52178 0.53039 1.65412 -1.7188
C -1.38869 1.74592 -0.38035 -1.2060
C -1.20181 0.21108 -0.33525 -0.4426
H 1.74760 0.81100 -1.60958 0.3694
H 1.00098 -2.75682 0.65990 0.3808
H 1.93014 -2.75905 -0.84813 0.3036
H 0.19065 -2.90722 -0.95788 0.3248
H -0.37911 0.24416 2.27484 0.3239
H 0.51620 1.55548 1.78379 0.4351
H 1.47413 0.27553 1.93612 0.4953
H -1.58050 2.22832 0.52781 0.3526
H -2.37251 2.03048 -1.03591 0.2871
H -0.55631 2.37032 -0.85747 0.2907
H -1.26139 -0.01974 -1.42349 0.3267
H -1.96594 -0.15201 0.27877 0.4164
```

## Properties
**Kohn-Sham gap**: 9.734 eV
**E_HOMO**: -8.745 eV
**E_LUMO**: 0.989 eV
**Structure (SMILES)**: CC[C@]1(C)C=C1C


What is the stability order? It is model R, model Q, model P, model S, from most stable to least stable.